{"formula": "C4H11NS", "method": "wB97M-V/def2-TZVPD", "de_lowest_kcal_mol": 72.4, "orbital_gap_ev": 8.94, "mol_weight_g_mol": 105.21, "largest_force_ev_per_a": 4.34, "e_homo_ev": -8.03, "symbols": ["C", "C", "C", "C", "N", "S", "H", "H", "H", "H", "H", "H", "H", "H", "H", "H", "H"], "positions_angstrom": [[-1.391759, 0.734866, 0.772784], [-1.373760, -1.345914, -0.416916], [2.106591, 1.422520, 0.043802], [-0.664972, -0.042181, -0.344556], [1.516221, -1.404353, -0.837407], [1.045685, -0.429915, 0.274373], [-1.219574, 1.726791, 0.882997], [-2.467628, 0.618540, 0.663040], [-1.005372, 0.277302, 1.633570], [-0.969556, -1.928374, -1.208792], [-2.437636, -1.238853, -0.490546], [-1.277191, -1.842712, 0.531954], [1.381947, 2.320580, 0.162489], [2.705108, 1.365407, -0.811859], [2.655200, 1.250236, 0.933218], [-0.791383, 0.651690, -1.253266], [2.188087, -2.135636, -0.534883]], "forces_ev_per_angstrom": [[-0.2253, -2.3473, -0.9509], [0.0935, -0.3239, -0.1818], [-3.9588, -0.5470, 1.6886], [-0.8878, 2.9752, 0.0074], [0.9058, -1.1313, -0.4585], [0.4577, 2.0427, -1.2991], [0.9078, 3.1982, -0.1465], [-0.0051, -0.2197, 0.1899], [-0.2548, -0.6449, 1.8814], [0.1333, -0.8246, -0.4986], [-0.6074, 0.3693, -0.5845], [0.4494, -0.5632, 0.4637], [1.3722, -1.5633, -0.4261], [0.4724, -0.1045, -1.4320], [0.7742, 0.3450, 0.8113], [1.0289, -1.5898, 0.7645], [-0.6561, 0.9291, 0.1712]]}

{"formula": "C4H10NO", "method": "wB97M-V/def2-TZVPD", "de_lowest_kcal_mol": 31.3, "orbital_gap_ev": 11.18, "charge": 1, "mol_weight_g_mol": 88.13, "largest_force_ev_per_a": 3.17, "e_homo_ev": -15.09, "smiles": "CC[C@@H]([NH3+])C=O", "symbols": ["C", "C", "C", "N", "C", "O", "H", "H", "H", "H", "H", "H", "H", "H", "H", "H"], "positions_angstrom": [[-0.778751, 1.752811, -0.659436], [-0.940892, 0.318303, -0.200712], [0.304187, -0.206832, 0.567739], [0.134724, -1.662998, 0.828740], [1.532520, -0.166096, -0.370975], [2.063340, -1.218674, -0.766148], [0.169631, 2.294234, -0.250301], [-1.655672, 2.386690, -0.479629], [-0.559494, 1.687453, -1.729123], [-1.289375, -0.368238, -1.089168], [-1.638844, 0.263461, 0.669494], [0.418752, 0.281635, 1.583621], [-0.828587, -1.975122, 0.843127], [0.536769, -2.309736, 0.047554], [0.610545, -1.870912, 1.692547], [1.921147, 0.794021, -0.687328]], "forces_ev_per_angstrom": [[1.8607, 1.0693, -0.3408], [-0.7656, -0.9949, 1.1548], [0.5347, -0.2134, -1.3196], [0.1937, -1.6855, -1.3511], [1.4787, -2.6000, -0.1907], [-1.6143, 2.5688, 0.9343], [-1.7948, -0.9436, -0.2510], [0.3178, -0.3058, -0.1090], [-0.2907, 0.4832, 0.0074], [0.8040, 1.0654, 1.9170], [-0.4542, 0.0421, -1.1853], [0.0657, -0.2035, -1.4593], [-0.5481, 0.2934, 0.6351], [0.1558, 1.7206, 1.2427], [0.0578, -0.6760, 0.4001], [-0.0010, 0.3800, -0.0848]]}

{"formula": "C5H8", "method": "wB97M-V/def2-TZVPD", "de_lowest_kcal_mol": 2.0, "orbital_gap_ev": 10.29, "mol_weight_g_mol": 68.12, "largest_force_ev_per_a": 0.47, "e_homo_ev": -9.04, "smiles": "C1=CCCC1", "symbols": ["C", "C", "C", "C", "C", "H", "H", "H", "H", "H", "H", "H", "H"], "positions_angstrom": [[1.048788, 0.619258, -0.577347], [0.107354, 0.082213, -1.347038], [-0.991469, -0.548823, -0.528327], [-0.428289, -0.472704, 0.914228], [0.640372, 0.638041, 0.875973], [2.019906, 0.926149, -0.937191], [0.147241, 0.030823, -2.431679], [-1.964405, -0.051021, -0.634908], [-1.131617, -1.586479, -0.854879], [-1.202175, -0.305744, 1.668915], [0.068898, -1.419803, 1.153280], [0.209152, 1.617811, 1.135557], [1.476244, 0.470279, 1.563418]], "forces_ev_per_angstrom": [[-0.0477, -0.1669, -0.1324], [0.1801, -0.1061, 0.0525], [-0.0647, -0.0445, 0.0050], [-0.0608, -0.0542, 0.0608], [0.0422, -0.0404, 0.0358], [-0.0632, 0.4627, -0.0248], [0.0273, -0.0923, 0.1620], [0.1607, 0.0324, 0.0107], [-0.1179, 0.1381, 0.1102], [0.0972, -0.0060, -0.1099], [-0.1099, 0.1101, -0.0341], [0.1167, -0.1661, -0.0741], [-0.1600, -0.0668, -0.0616]]}